# 1
Formula: C27H63BeN2O14P3
Source: the OMol25 dataset
Level of theory: ωB97M-V/def2-TZVPD

Results
E_HOMO: -4.1 eV
Energy relative to the best compared isomer or geometry (same formula, charge and spin): 920.1 kJ/mol
Frontier orbital gap: 4.195 eV

The geometry in ORCA input format:
```
! wB97M-V def2-TZVPD RIJCOSX def2/J DEFGRID3
* xyz 0 1
Be -0.58 0.49 -0.35
C 0.62 1.74 2.42
C 1.72 2.30 1.38
C 2.94 2.60 2.30
C 4.24 2.85 1.69
C 4.62 1.74 0.79
C 3.53 1.46 -0.29
N 2.18 1.35 0.34
O 1.20 0.66 -0.44
C 3.91 0.17 -1.15
C 3.84 2.56 -1.37
C 1.21 3.59 0.69
H -0.38 1.77 2.00
H 0.70 2.17 3.42
H 0.83 0.67 2.48
H 3.02 1.73 2.96
H 2.77 3.30 3.12
H 4.89 2.94 2.56
H 4.27 3.84 1.22
H 4.97 0.86 1.33
H 5.57 2.07 0.38
H 3.38 -0.72 -0.83
H 4.95 -0.16 -1.16
H 3.74 0.18 -2.22
H 4.84 2.46 -1.79
H 3.64 3.60 -1.11
H 3.06 2.48 -2.13
H 1.02 4.43 1.35
H 0.37 3.45 0.00
H 1.99 4.03 0.06
C 1.47 -1.52 -1.95
C 0.58 -2.44 -1.12
C 1.17 -3.97 -1.38
C 0.55 -4.98 -0.48
C 0.95 -4.57 0.98
C 0.22 -3.23 1.35
N 0.57 -2.12 0.33
O 0.21 -0.78 0.65
C 0.82 -2.74 2.71
C -1.31 -3.52 1.56
C -0.91 -2.30 -1.69
H 2.48 -1.51 -1.56
H 1.00 -0.54 -1.96
H 1.61 -1.91 -2.96
H 2.25 -3.97 -1.23
H 1.15 -4.25 -2.44
H 0.97 -5.94 -0.78
H -0.53 -5.14 -0.57
H 2.02 -4.42 1.12
H 0.60 -5.37 1.63
H 0.41 -1.94 3.32
H 1.86 -2.44 2.54
H 0.84 -3.64 3.33
H -1.82 -3.87 0.66
H -1.90 -2.66 1.85
H -1.41 -4.31 2.29
H -1.48 -1.50 -1.23
H -1.50 -3.22 -1.65
H -0.98 -2.10 -2.76
C -1.99 2.84 3.23
O -1.07 1.78 3.44
P -1.25 0.37 2.60
O -1.39 0.59 1.13
O -0.05 -0.57 3.09
C 0.36 -0.50 4.52
O -2.47 -0.40 3.42
C -3.33 -1.36 2.78
H -2.66 2.98 4.08
H -2.58 2.85 2.32
H -1.38 3.75 3.18
H -0.34 -0.39 5.34
H 1.08 0.29 4.74
H 0.77 -1.50 4.69
H -2.95 -2.36 2.98
H -3.17 -1.27 1.70
H -4.34 -1.36 3.18
C 1.50 1.06 -5.23
O 1.21 0.52 -3.96
P -0.13 1.14 -3.19
O -0.23 0.51 -1.81
O -0.03 2.79 -3.28
C 0.98 3.33 -2.43
O -1.27 0.79 -4.22
C -2.58 1.32 -4.03
H 1.75 0.24 -5.90
H 2.40 1.67 -5.22
H 0.69 1.64 -5.67
H 1.83 3.51 -3.09
H 1.48 2.65 -1.75
H 0.60 4.17 -1.85
H -3.37 0.57 -4.07
H -2.68 2.06 -4.82
H -2.77 1.89 -3.12
C -4.50 0.71 -3.00
O -4.59 0.49 -1.56
P -3.57 -0.35 -0.60
O -2.14 0.04 -0.90
O -4.18 -0.10 0.92
C -4.46 1.26 1.50
O -3.81 -1.88 -1.10
C -2.95 -2.88 -0.52
H -5.49 0.77 -3.44
H -4.03 -0.21 -3.35
H -3.91 1.63 -3.07
H -5.52 1.48 1.38
H -3.84 2.01 1.01
H -4.28 1.20 2.57
H -2.20 -2.46 0.16
H -2.50 -3.64 -1.15
H -3.61 -3.41 0.18
*
```

Results of the Löwdin charge analysis, in e, for atoms 1 through 6: 0.040, -0.084, -0.361, -0.177, -0.229, -0.158

=====

# 2
Formula: C27H63MnN8O9
Source: the OMol25 dataset
Level of theory: ωB97M-V/def2-TZVPD

Results
E_HOMO (spin up / spin down): -10.6 / -10.6 eV
Energy relative to the best compared isomer or geometry (same formula, charge and spin): 33.2 kJ/mol
Frontier orbital gap (spin up / spin down): 6.902 / 6.747 eV

The geometry in ORCA input format:
```
! wB97M-V def2-TZVPD RIJCOSX def2/J DEFGRID3
* xyz 1 6
Mn 2.71 -2.46 -1.73
C 0.03 0.12 0.38
C 0.61 0.06 -1.02
C 1.38 1.34 -1.43
O 1.46 -1.05 -1.04
H -0.82 0.81 0.46
H 0.76 0.45 1.12
H -0.35 -0.84 0.72
H -0.16 -0.04 -1.79
H 0.78 2.25 -1.35
H 1.76 1.15 -2.43
H 2.23 1.51 -0.75
C 2.95 3.87 1.88
O 3.96 3.32 2.29
N 2.85 4.45 0.67
C 1.63 5.15 0.31
C 3.90 4.32 -0.31
H 2.10 4.04 2.56
H 1.09 4.66 -0.50
H 1.93 6.13 -0.08
H 0.95 5.29 1.14
H 4.34 5.30 -0.51
H 4.68 3.64 0.00
H 3.51 3.97 -1.27
C -4.86 0.01 3.78
O -5.30 0.20 2.66
N -3.56 -0.35 3.99
C -3.05 -0.70 5.31
C -2.57 -0.18 2.95
H -5.42 -0.02 4.73
H -2.11 -1.23 5.20
H -3.76 -1.37 5.79
H -2.93 0.17 5.97
H -1.85 0.60 3.17
H -2.15 -1.18 2.83
H -3.06 -0.06 1.99
C -3.84 1.68 -4.22
O -3.25 0.62 -4.28
N -3.44 2.75 -3.48
C -2.23 2.72 -2.71
C -4.24 3.94 -3.40
H -4.77 1.95 -4.74
H -1.50 3.49 -2.98
H -1.69 1.78 -2.70
H -2.46 2.96 -1.66
H -3.78 4.86 -3.76
H -5.18 3.83 -3.94
H -4.53 4.13 -2.36
C 4.31 -0.55 -3.83
O 3.66 -1.27 -3.07
N 3.78 -0.04 -4.94
C 2.40 -0.37 -5.29
C 4.49 0.97 -5.69
H 5.35 -0.25 -3.73
H 1.97 0.41 -5.91
H 1.75 -0.48 -4.42
H 2.39 -1.31 -5.84
H 3.98 1.93 -5.72
H 5.50 1.10 -5.30
H 4.70 0.63 -6.71
C 2.27 -0.89 5.61
O 2.44 -2.08 5.86
N 1.68 -0.49 4.48
C 1.51 0.91 4.11
C 1.43 -1.43 3.40
H 2.61 -0.08 6.26
H 0.48 1.03 3.78
H 2.19 1.22 3.31
H 1.72 1.49 5.01
H 2.19 -1.43 2.61
H 1.29 -2.44 3.77
H 0.55 -1.04 2.88
C -3.04 -5.79 1.07
O -3.63 -6.83 0.91
N -2.98 -4.76 0.20
C -2.16 -3.61 0.44
C -3.64 -4.90 -1.10
H -2.50 -5.54 2.00
H -1.84 -3.58 1.48
H -2.65 -2.68 0.16
H -1.19 -3.63 -0.08
H -4.03 -5.90 -1.26
H -4.56 -4.31 -1.06
H -3.02 -4.54 -1.91
C -4.44 -1.70 -2.68
O -5.31 -2.43 -3.11
N -4.46 -1.16 -1.46
C -5.60 -1.24 -0.54
C -3.44 -0.22 -1.04
H -3.50 -1.59 -3.24
H -5.82 -0.21 -0.25
H -5.38 -1.70 0.42
H -6.44 -1.73 -1.03
H -3.80 0.81 -0.99
H -2.98 -0.46 -0.09
H -2.68 -0.26 -1.82
C 4.90 -2.51 0.69
O 4.05 -2.52 -0.20
N 5.16 -1.47 1.46
C 6.08 -1.46 2.56
C 4.39 -0.25 1.26
H 5.51 -3.38 0.94
H 5.65 -1.18 3.52
H 6.88 -0.74 2.35
H 6.59 -2.41 2.71
H 4.08 0.18 2.21
H 4.96 0.52 0.73
H 3.50 -0.37 0.65
*
```

Results of the Löwdin charge analysis, in e, for atoms 1 through 6: 1.122, -0.065, -0.557, -0.041, -0.354, 0.077

=====

# 3
Formula: C27H63N6NiO10
Source: the OMol25 dataset
Level of theory: ωB97M-V/def2-TZVPD

Results
E_HOMO (spin up / spin down): -10.6 / -10.6 eV
Energy relative to the best compared isomer or geometry (same formula, charge and spin): 204.3 kJ/mol
Frontier orbital gap (spin up / spin down): 7.072 / 5.783 eV

The geometry in ORCA input format:
```
! wB97M-V def2-TZVPD RIJCOSX def2/J DEFGRID3
* xyz 1 3
Ni 15.82 11.12 -17.12
C 11.94 8.87 -16.93
C 13.44 8.73 -16.50
C 13.99 7.27 -16.41
O 14.28 9.69 -17.14
H 11.85 9.26 -17.95
H 11.41 9.60 -16.31
H 11.44 7.92 -17.08
H 13.38 8.96 -15.44
H 13.24 6.49 -16.26
H 14.78 7.24 -15.65
H 14.54 7.19 -17.35
C 19.42 6.38 -20.14
O 18.50 6.61 -19.07
C 17.44 7.62 -19.35
C 16.18 6.85 -19.83
O 16.28 6.17 -21.05
C 16.13 6.91 -22.31
C 16.26 6.00 -23.58
O 15.15 5.17 -23.77
C 15.12 4.52 -25.03
H 20.22 5.67 -19.93
H 19.92 7.25 -20.56
H 18.89 5.94 -20.98
H 17.82 8.44 -19.96
H 17.14 8.16 -18.46
H 15.30 7.50 -19.81
H 16.11 6.22 -18.94
H 17.01 7.55 -22.36
H 15.18 7.44 -22.20
H 17.11 5.37 -23.31
H 16.49 6.63 -24.44
H 14.35 5.00 -25.63
H 14.90 3.46 -24.88
H 16.06 4.58 -25.57
C 12.26 11.67 -14.34
O 13.46 11.69 -14.18
N 11.30 11.79 -13.34
C 9.87 11.34 -13.58
C 11.67 12.19 -11.97
H 11.83 11.50 -15.34
H 9.77 10.40 -13.03
H 9.66 11.08 -14.62
H 9.17 12.11 -13.26
H 12.75 12.30 -11.86
H 11.22 13.12 -11.63
H 11.34 11.31 -11.43
C 14.20 13.97 -17.56
O 14.76 12.89 -17.33
N 12.96 14.05 -18.15
C 12.58 15.29 -18.74
C 11.94 13.04 -18.21
H 14.67 14.96 -17.48
H 13.29 16.05 -18.43
H 11.56 15.59 -18.53
H 12.71 15.11 -19.80
H 11.02 13.30 -17.67
H 11.75 12.89 -19.27
H 12.31 12.09 -17.82
C 11.67 3.41 -20.43
O 11.03 2.40 -20.65
N 11.09 4.54 -19.94
C 11.73 5.89 -19.76
C 9.69 4.54 -19.54
H 12.76 3.47 -20.57
H 12.80 5.84 -19.95
H 11.65 6.02 -18.68
H 11.23 6.72 -20.27
H 9.16 3.72 -20.04
H 9.82 4.29 -18.49
H 9.31 5.55 -19.68
C 9.13 7.61 -12.47
O 9.64 8.03 -11.44
N 9.85 7.34 -13.56
C 9.17 7.04 -14.82
C 11.26 7.69 -13.73
H 8.07 7.45 -12.71
H 9.78 6.22 -15.22
H 9.20 7.84 -15.56
H 8.17 6.62 -14.70
H 11.46 8.59 -14.32
H 11.64 8.07 -12.79
H 11.88 6.98 -14.27
C 9.33 8.96 -19.14
O 8.18 8.92 -18.66
N 9.73 10.09 -19.78
C 11.01 10.06 -20.53
C 8.98 11.27 -19.96
H 10.01 8.10 -19.21
H 11.57 10.99 -20.47
H 10.93 9.77 -21.58
H 11.68 9.39 -20.01
H 9.59 12.17 -19.97
H 8.34 11.38 -20.84
H 8.38 11.45 -19.07
C 18.21 9.24 -15.55
O 17.29 9.68 -16.24
N 18.07 8.64 -14.34
C 19.32 8.02 -13.72
C 16.87 8.58 -13.56
H 19.25 9.33 -15.89
H 20.29 8.15 -14.20
H 19.29 6.93 -13.64
H 19.58 8.46 -12.76
H 15.99 9.20 -13.72
H 16.42 7.58 -13.55
H 17.14 8.73 -12.51
*
```

Results of the Löwdin charge analysis, in e, for atoms 1 through 6: 0.955, -0.049, -0.497, -0.022, -0.241, 0.036

=====

# 4
Formula: C27H63N9O9
Source: the OMol25 dataset
Level of theory: ωB97M-V/def2-TZVPD

Results
E_HOMO: -8.5 eV
Energy relative to the best compared isomer or geometry (same formula, charge and spin): 1363.5 kJ/mol
SMILES: CNC(C)=O.CNC(C)=O.CNC(C)=O.CNC(C)=O.CNC(C)=O.CNC(C)=O.CNC(C)=O.CNC(C)=O.CNC(C)=O
Frontier orbital gap: 8.218 eV

The geometry in ORCA input format:
```
! wB97M-V def2-TZVPD RIJCOSX def2/J DEFGRID3
* xyz 0 1
C 3.41 1.68 -1.78
C 2.16 2.01 -2.61
O 1.67 3.12 -2.54
N 1.50 1.02 -3.28
C 0.22 1.32 -4.03
H 4.27 1.56 -2.43
H 3.34 0.92 -1.08
H 3.79 2.65 -1.27
H 1.90 0.22 -3.67
H -0.16 2.27 -4.07
H -0.52 0.97 -3.39
H 0.17 0.85 -4.98
C 2.52 -0.49 2.33
C 1.85 -1.61 3.17
O 2.52 -2.37 3.84
N 0.51 -1.75 3.06
C -0.24 -2.59 3.96
H 3.45 -0.63 2.23
H 2.08 0.41 2.73
H 2.22 -0.62 1.27
H -0.05 -1.09 2.40
H -1.26 -2.40 4.08
H 0.04 -2.51 4.95
H -0.36 -3.67 3.77
C -2.95 -3.20 0.02
C -4.38 -3.55 -0.03
O -5.04 -3.49 -1.11
N -4.86 -3.98 1.12
C -6.18 -4.49 1.29
H -2.49 -2.98 -0.96
H -2.34 -4.03 0.41
H -2.91 -2.20 0.62
H -4.14 -3.86 1.93
H -6.31 -5.55 0.76
H -6.81 -3.90 0.85
H -6.29 -4.46 2.42
C -1.21 1.68 3.78
C -2.76 1.41 3.65
O -3.39 2.08 4.53
N -3.18 0.54 2.83
C -4.68 0.21 2.72
H -0.71 2.22 3.02
H -0.77 0.68 3.63
H -0.88 2.15 4.61
H -2.66 0.00 2.15
H -5.22 -0.38 3.65
H -4.83 -0.56 1.98
H -5.33 0.97 2.31
C 2.13 4.47 5.01
C 2.06 3.99 3.59
O 1.71 2.86 3.50
N 2.43 4.60 2.58
C 2.60 4.17 1.22
H 2.83 3.85 5.68
H 1.05 4.24 5.56
H 2.22 5.53 4.84
H 3.11 5.36 2.54
H 2.84 4.86 0.64
H 1.62 4.16 0.80
H 3.14 3.34 1.18
C 0.06 -5.15 -1.42
C 1.54 -5.48 -1.12
O 1.71 -6.35 -0.33
N 2.45 -4.65 -1.71
C 3.82 -5.05 -1.68
H -0.36 -5.88 -1.92
H -0.12 -4.41 -2.17
H -0.79 -4.99 -0.60
H 2.06 -4.01 -2.44
H 4.14 -4.94 -0.66
H 4.16 -4.53 -2.51
H 4.01 -6.22 -1.97
C 0.58 -2.33 -5.68
C 1.73 -2.23 -4.63
O 1.88 -3.20 -3.82
N 2.68 -1.21 -4.88
C 3.93 -1.20 -4.01
H -0.18 -2.91 -5.38
H 0.77 -2.80 -6.86
H 0.01 -1.38 -5.70
H 2.47 -0.65 -5.70
H 4.69 -1.89 -4.21
H 3.57 -1.33 -3.05
H 4.42 -0.26 -4.01
C -0.91 1.77 0.04
C -0.58 0.29 0.24
O -0.93 -0.29 1.26
N 0.13 -0.24 -0.80
C 0.47 -1.73 -0.86
H 0.01 2.34 0.43
H -1.91 1.96 0.74
H -0.88 2.10 -0.99
H 0.50 0.34 -1.63
H -0.12 -2.25 -0.10
H 1.63 -1.92 -0.85
H 0.31 -2.10 -1.83
C -1.56 6.00 1.46
C -1.12 5.85 -0.02
O 0.09 5.95 -0.29
N -2.00 5.56 -0.95
C -1.68 5.08 -2.32
H -2.32 6.68 1.46
H -0.85 5.88 2.31
H -2.11 5.10 2.01
H -3.10 5.85 -0.75
H -1.00 4.25 -2.28
H -1.27 5.84 -2.87
H -2.49 4.78 -2.92
*
```

Results of the Löwdin charge analysis, in e, for atoms 1 through 6: 0.017, -0.519, 0.054, 0.027, -0.011, 0.062

=====

Among the records above, which one has the lowest energy relative to the best compared isomer or geometry (same formula, charge and spin)?
C27H63MnN8O9